122
Properties=species:S:1:pos:R:3 method="wB97M-V/def2-TZVPD" total_charge=+1 orbital_gap_ha="0.2448 / 0.2454" e_above_lowest_ev=0.524 homo_energy_ev="-9.49 / -9.51" s2=9.343 spin_multiplicity=6
Dy -0.310 1.848 1.593
C 2.843 3.031 -5.302
C 1.259 3.094 -5.440
C 1.007 4.536 -5.967
C 0.761 2.007 -6.451
C 0.534 2.899 -4.101
C 1.009 1.923 -3.227
C 0.491 1.706 -1.948
Br 1.265 0.295 -1.051
C -0.698 2.418 -1.622
O -1.173 2.237 -0.417
C -1.282 3.331 -2.517
C -0.702 3.525 -3.792
C -2.631 3.950 -2.182
C -2.610 4.988 -1.058
C -3.314 4.489 -3.477
C -3.597 2.815 -1.742
H 3.290 3.422 -6.233
H 3.239 1.992 -5.069
H 3.217 3.744 -4.576
H 1.553 4.574 -6.942
H 1.320 5.341 -5.268
H -0.093 4.678 -6.137
H 1.530 2.067 -7.314
H -0.193 2.332 -6.896
H 0.628 0.977 -6.022
H 1.964 1.413 -3.566
H -1.131 4.161 -4.592
H -2.016 5.780 -1.282
H -2.383 4.622 -0.060
H -3.637 5.283 -0.901
H -2.922 5.401 -3.907
H -4.345 4.755 -3.134
H -3.470 3.701 -4.211
H -3.265 2.405 -0.775
H -3.570 2.006 -2.475
H -4.629 3.238 -1.701
O 1.762 2.801 0.577
H 2.470 2.193 0.800
H 1.659 2.761 -0.401
N 0.897 -1.708 3.505
C 1.758 -0.880 2.880
N 2.693 -1.542 2.194
S 1.825 0.856 3.097
H 1.014 -2.672 3.393
H 0.192 -1.334 4.137
H 2.729 -2.546 2.171
H 3.445 -1.042 1.751
C 6.011 -5.184 0.743
C 5.521 -4.499 -0.337
C 4.168 -4.345 -0.656
C 3.190 -4.833 0.262
C 3.731 -5.394 1.429
C 5.066 -5.714 1.632
As 1.266 -4.639 0.149
C 1.122 -5.153 -1.704
C 1.106 -4.326 -2.818
C 1.032 -4.886 -4.057
C 1.183 -6.226 -4.283
C 1.098 -7.102 -3.177
C 1.066 -6.541 -1.874
C 0.993 -7.303 -0.628
C 1.068 -8.702 -0.527
C 1.164 -9.404 0.683
C 1.137 -8.576 1.851
C 1.047 -7.179 1.777
C 1.062 -6.559 0.557
H 7.102 -5.380 0.849
H 6.274 -4.046 -0.965
H 3.785 -3.845 -1.571
H 2.959 -5.609 2.196
H 5.295 -6.258 2.546
H 1.064 -3.213 -2.697
H 0.744 -4.241 -4.895
H 1.431 -6.664 -5.252
H 0.959 -8.169 -3.267
H 1.050 -9.290 -1.456
H 1.290 -10.481 0.739
H 1.051 -9.008 2.882
H 0.945 -6.506 2.672
C -0.517 6.568 3.909
Si 0.402 5.190 2.939
C 2.252 5.277 3.333
C 0.467 5.583 1.126
N -0.365 3.628 2.958
C -1.109 3.258 4.079
C -2.468 3.135 4.081
C -3.155 2.775 5.236
C -2.402 2.550 6.439
C -1.043 2.701 6.413
C -0.373 2.979 5.255
H -0.934 6.263 4.862
H -1.355 6.852 3.271
H 0.164 7.435 4.174
H 2.449 5.464 4.393
H 2.721 6.009 2.608
H 2.738 4.244 3.141
H -0.168 4.991 0.458
H 1.500 5.738 0.769
H -0.010 6.554 1.051
H -2.998 3.287 3.173
H -4.221 2.902 5.144
H -2.929 2.172 7.311
H -0.411 2.521 7.295
H 0.741 3.069 5.235
O -2.992 0.594 1.289
C -2.321 -0.328 1.735
O -1.116 -0.145 2.129
C -2.717 -1.871 1.676
N -3.461 -2.126 0.354
C -4.915 -1.796 0.626
C -5.057 -2.013 2.163
C -3.693 -2.349 2.771
H -1.757 -2.411 1.689
H -3.420 -3.107 0.103
H -3.080 -1.513 -0.402
H -5.561 -2.516 0.136
H -4.990 -0.738 0.356
H -5.778 -2.824 2.268
H -5.518 -1.150 2.669
H -3.561 -3.447 2.867
H -3.397 -2.008 3.769